Entry 1:
C18H20N2O4 as an isolated structure at a distorted geometry, computed with wB97M-V/def2-TZVPD.

The geometry in XYZ format:
```
44
Properties=species:S:1:pos:R:3:forces:R:3:lowdin_charge:R:1
C 2.454549 1.751053 2.222398 1.0 0.2 -2.6 -0.0808
C 1.058038 1.186998 1.942940 4.4 -5.3 -3.0 -0.1328
O 0.760498 1.154949 0.459487 1.5 -0.7 1.6 -0.1089
C 1.604676 0.286599 -0.235468 1.5 -0.2 0.9 -0.1469
C 2.529120 -0.619528 0.338591 -1.7 1.6 -13.7 0.0881
C 3.194923 -1.657943 -0.666807 -2.0 3.7 1.0 -0.2018
C 3.017458 -1.572677 -1.994438 -2.9 5.8 -2.3 0.0305
C 2.195890 -0.266023 -2.586021 1.7 -3.6 4.4 0.0730
C 1.551441 0.519028 -1.695556 -0.7 -0.4 1.2 -0.2491
O 0.672288 1.535943 -1.983561 -0.4 -0.4 -3.1 -0.0674
C -0.238062 1.294759 -3.257723 -1.4 9.4 9.1 0.0850
C -1.474302 0.821634 -2.644073 4.7 3.2 9.5 -0.5292
O -2.359341 0.394788 -3.119054 -11.2 -5.9 -11.6 0.1783
N -1.761394 0.855233 -1.276824 8.6 4.0 5.1 0.1265
C -2.734828 0.638634 -0.359702 -5.3 -6.2 -7.2 -0.2663
C -3.906447 -0.240124 -0.826018 -1.1 2.9 -0.2 0.0890
C -4.980275 -0.454617 0.199892 3.5 -1.2 -9.8 -0.1154
C -4.824210 -0.210857 1.429559 -2.0 2.4 5.1 -0.1501
C -3.788711 0.595234 1.778119 3.0 -3.1 1.9 -0.3531
C -2.695417 0.693827 0.938612 3.8 5.3 4.7 -0.0478
H -1.708354 1.368367 1.342576 -2.7 -2.1 -0.7 0.1605
C -3.515800 0.618314 3.225994 -1.1 6.8 2.0 -0.0853
H -4.540348 1.087304 3.631542 2.1 -1.3 -0.1 0.0990
H -3.269532 -0.280535 3.820719 0.4 0.7 -0.6 0.0731
H -2.755003 1.799925 3.331646 -1.7 -4.1 0.4 0.1693
H -5.721628 -0.334391 2.046728 0.7 -0.1 0.4 0.1341
H -5.829265 -0.891104 -0.154825 -2.3 -1.3 -1.0 0.0694
H -4.073972 -0.275823 -2.055643 0.2 -0.3 3.9 0.1449
H -0.877553 1.162353 -0.685583 -2.2 -0.5 -1.6 0.1532
H 0.044562 0.623644 -3.815907 3.6 -6.3 -6.3 0.0287
H -0.470545 2.372339 -3.579267 0.8 -1.9 -0.2 0.1876
H 2.096377 -0.104557 -3.602581 0.1 0.1 -1.9 0.0717
H 3.452260 -2.025232 -2.842437 0.7 -1.3 0.0 0.0764
C 4.064052 -2.622793 -0.123669 2.2 -4.0 -3.1 -0.0805
N 4.692133 -3.409121 -0.979095 -3.9 7.4 -2.7 -0.0440
O 5.376268 -4.365016 -0.624217 -5.4 -0.3 14.0 0.1158
H 5.886829 -4.661120 -1.172470 8.4 -4.6 -10.3 -0.0249
H 4.022140 -2.990937 0.823270 0.0 -0.4 3.2 0.0930
H 2.620495 -0.970326 1.172194 0.8 -2.8 9.8 -0.0135
H 1.215982 0.008236 2.216278 -1.2 2.8 -0.2 0.1623
H 0.265445 1.600246 2.421915 -2.2 1.4 1.3 0.0626
H 2.710037 1.617399 3.202707 -0.2 0.7 3.3 0.0368
H 2.623069 2.754015 1.816123 -0.3 0.1 0.6 0.0882
H 3.416453 1.211901 1.919646 -1.8 0.0 -0.9 0.1010
```
Positions in Å, forces in eV/Å.

Results
net charge = 0
total energy = -30145.1736 eV
gap between HOMO and LUMO = 8.34 eV
ΔE to the lowest compared entry with this formula, charge and spin = 396.9 kcal/mol
LUMO = 0.0204 Eh

---

Entry 2:
One molecule with the formula C2Cl5F at a distorted geometry, computed with wB97M-V/def2-TZVPD.

The geometry in XYZ format:
```
8
Properties=species:S:1:pos:R:3:forces:R:3:lowdin_charge:R:1
C 0.085539 -0.081262 0.746592 0.4 2.2 0.9 -1.6475
C -0.064650 0.080988 -0.812536 -1.6 -2.0 -0.1 -1.3430
F -1.014836 -0.914392 -1.043553 0.4 0.5 -0.4 -0.1438
Cl 0.744630 -1.586314 1.122347 0.9 -1.6 0.1 0.6746
Cl -1.406613 0.078358 1.766526 -0.1 0.0 -1.2 0.5585
Cl 1.109793 1.257220 1.363044 0.4 -0.1 -0.4 0.5557
Cl 1.341070 -0.407442 -1.842982 -0.7 0.8 1.1 0.6389
Cl -0.794933 1.572844 -1.299439 0.3 0.3 0.0 0.7066
```
Positions in Å, forces in eV/Å.

Results
net charge = 0
total energy = -67402.8608 eV
gap between HOMO and LUMO = 11.33 eV
ΔE to the lowest compared entry with this formula, charge and spin = 12.1 kcal/mol
LUMO = 0.0051 Eh

---

Entry 3:
A 2-piece molecular cluster, C4H9O overall at a distorted geometry, computed with wB97M-V/def2-TZVPD.

The geometry in XYZ format:
```
14
Properties=species:S:1:pos:R:3:forces:R:3:lowdin_charge:R:1
C -0.307443 -0.158430 2.654301 1.8 0.7 0.0 -0.5201
O -0.215017 0.907929 1.851747 -0.6 0.6 -1.2 -0.4328
H -0.173876 0.166648 3.694303 -0.2 -0.3 0.9 0.0189
H -1.180096 -0.785308 2.609272 -1.4 -0.5 -0.1 0.0066
H 0.525064 -0.887345 2.489281 0.2 -0.4 0.1 0.0222
C -0.856020 -0.791624 -2.189239 2.7 0.6 0.6 -0.1183
C 0.081801 0.189414 -1.373286 -0.5 -2.0 -1.4 -0.2676
C 1.415224 0.096059 -1.404670 1.5 3.5 2.7 -0.0934
H -1.056892 -0.419065 -3.229753 -0.2 0.0 1.3 0.0649
H -0.297520 -1.755304 -2.345014 -0.7 0.6 0.3 0.0642
H -1.667335 -0.849004 -1.509183 -1.5 -0.7 -0.2 0.0332
H -0.290680 0.781101 -0.522297 -0.6 0.9 -0.9 0.0645
H 1.802462 1.248204 -1.022436 -0.3 -3.7 -0.3 0.1016
H 2.057631 -0.775874 -1.100784 -0.5 0.8 -1.8 0.0559
```
Positions in Å, forces in eV/Å.

Results
net charge = -1
total energy = -6337.4900 eV
gap between HOMO and LUMO = 5.96 eV
ΔE to the lowest compared entry with this formula, charge and spin = 75.6 kcal/mol
LUMO = 0.1481 Eh

---

Entry 4:
One molecule with the formula C5H9I at a distorted geometry, computed with wB97M-V/def2-TZVPD.

The geometry in XYZ format:
```
15
Properties=species:S:1:pos:R:3:forces:R:3:lowdin_charge:R:1
C -0.962308 -2.028713 0.035417 0.3 0.9 0.4 0.0154
C -0.033366 -1.109016 0.161514 0.7 0.7 1.5 -0.2372
C 0.705033 1.043981 1.202805 -1.7 -1.2 2.4 -0.1092
C 0.302418 0.981777 -1.396241 -2.3 1.8 3.6 -0.6098
C -0.256236 0.342430 0.219907 1.5 1.7 -3.8 -0.3816
I -1.117029 0.539341 -2.937822 0.1 0.4 0.4 0.6973
H -0.629777 -2.985355 0.061846 0.9 -3.0 0.1 0.0203
H -2.003351 -1.970823 0.151467 -1.3 0.9 -0.6 0.0557
H 0.975349 -1.381219 0.541059 -0.4 -0.2 -1.2 0.1239
H 0.286113 1.903418 1.848524 0.8 -0.7 -1.9 0.1023
H 0.692527 0.267112 2.025234 0.9 0.7 -0.5 0.0797
H 1.711794 1.121717 0.752554 -0.6 0.4 0.6 0.0832
H 1.189605 0.608259 -1.814255 1.3 -0.8 0.1 -0.0259
H 0.468353 2.104762 -1.077905 -0.7 -2.0 -1.4 0.0750
H -1.329126 0.562329 0.225899 0.3 0.4 0.3 0.1110
```
Positions in Å, forces in eV/Å.

Results
net charge = 0
total energy = -13429.0686 eV
gap between HOMO and LUMO = 9.65 eV
ΔE to the lowest compared entry with this formula, charge and spin = 49.0 kcal/mol
LUMO = 0.0211 Eh

---

Entry 5:
C24H27N4O3RhS as an isolated structure at a distorted geometry, computed with wB97M-V/def2-TZVPD.

The geometry in XYZ format:
```
60
Properties=species:S:1:pos:R:3:forces:R:3:lowdin_charge:R:1
Rh 1.528121 -0.206950 -0.271869 -1.8 -0.4 1.2 0.9459
C 1.028800 4.644116 -3.045885 -0.2 -0.1 0.1 -0.0587
C -0.273918 3.991288 -2.582239 0.3 0.2 -0.2 -0.2337
N -0.332238 3.847224 -1.124798 0.2 -0.3 0.1 -0.1051
C -0.998209 4.924938 -0.379371 -0.3 0.1 0.2 -0.1785
C -2.463349 4.604391 -0.103313 0.1 0.0 -0.1 -0.0543
C 0.203057 2.825101 -0.477121 0.4 0.0 -0.6 -0.6202
S 1.022199 1.633007 -1.512647 0.1 -1.0 0.5 0.8128
N 0.103061 2.780636 0.830770 -0.6 -0.2 0.8 0.1312
C 0.574883 1.888802 1.686108 -0.2 1.0 -0.5 -0.3854
O 1.367281 0.918463 1.407726 0.0 -1.1 -1.4 -0.1298
C 0.208427 2.065688 3.095799 0.2 -0.2 0.2 -0.1492
C 0.592258 1.094317 4.027343 0.0 0.0 -0.1 -0.0109
C 0.308808 1.271318 5.367903 0.0 0.0 0.0 -0.0490
C -0.349995 2.419951 5.790403 0.0 0.0 -0.1 -0.0368
C -0.757128 3.374368 4.864855 0.0 0.0 0.0 -0.0462
C -0.484363 3.202131 3.521621 0.0 0.0 0.0 -0.0060
H 0.998651 4.791129 -4.124510 0.0 0.0 0.0 0.0918
H 1.886862 4.014453 -2.809298 0.0 0.1 0.0 0.0564
H 1.165208 5.614320 -2.569305 0.0 0.0 0.0 0.0869
H -0.396720 3.011855 -3.048701 -0.1 0.0 0.0 0.0867
H -1.119059 4.610679 -2.875154 -0.1 -0.1 0.0 0.1295
H -0.922263 5.827128 -0.984131 0.1 0.0 0.0 0.1293
H -0.466746 5.082772 0.554058 0.1 0.0 0.0 0.1137
H -3.020508 4.472656 -1.031447 0.0 0.0 0.0 0.0805
H -2.912644 5.430493 0.446336 0.0 0.0 0.0 0.0891
H -2.552401 3.699659 0.498162 0.0 0.0 0.0 0.0687
H 1.109808 0.207229 3.689168 0.0 0.0 0.0 0.1146
H 0.607748 0.521147 6.087091 0.0 0.0 0.0 0.1159
H -0.543498 2.573867 6.843498 0.0 0.0 0.0 0.1193
H -1.282789 4.259611 5.195953 0.0 0.0 0.0 0.1170
H -0.800560 3.940085 2.799426 0.0 0.0 0.0 0.1049
O -3.354884 -5.083976 -1.025342 0.1 0.0 0.0 -0.0323
C -3.738887 -3.788916 -0.650096 -0.2 0.0 0.0 -0.1948
C -2.515577 -2.936681 -0.528170 0.0 0.1 0.0 -0.1275
C -2.617197 -1.597620 -0.153485 0.1 -0.2 -0.1 0.0374
C -1.467915 -0.846166 -0.057270 -0.2 0.2 0.1 -0.0660
N -0.266905 -1.370486 -0.304910 1.7 1.2 -0.1 0.0155
C -0.136484 -2.661663 -0.669663 -0.2 -0.1 -0.1 -0.1587
C -1.255406 -3.464527 -0.788076 0.0 0.1 0.0 0.0914
C 1.239810 -3.120065 -0.923966 0.0 -0.3 -0.1 -0.1747
C 1.583504 -4.405457 -1.287162 -0.1 0.1 0.0 0.0866
C 2.923998 -4.729526 -1.497452 0.2 0.0 -0.1 -0.1247
C 3.282380 -6.133294 -1.936857 0.0 0.0 0.0 -0.1890
O 2.510303 -6.510477 -3.052208 -0.2 0.0 0.1 -0.0194
C 3.883667 -3.738321 -1.325861 -0.1 0.0 0.1 0.0373
C 3.473549 -2.469094 -0.964727 0.2 -0.2 -0.1 -0.0690
N 2.185703 -2.172258 -0.774012 0.2 1.0 -0.3 -0.0335
H -4.131226 -5.643257 -1.122156 0.0 0.0 0.0 0.1157
H -4.262045 -3.776877 0.314745 0.0 0.0 0.0 0.1485
H -4.409679 -3.328623 -1.386664 0.0 0.0 0.0 0.1486
H -3.578021 -1.148055 0.056893 0.0 0.0 0.0 0.1405
H -1.498107 0.196798 0.230036 0.0 0.0 0.0 0.1208
H -1.183661 -4.500408 -1.084812 0.1 0.0 0.0 0.1286
H 0.830530 -5.169161 -1.423120 0.0 0.0 0.0 0.1386
H 3.026194 -6.820521 -1.126959 0.1 0.0 0.0 0.1442
H 4.355770 -6.212462 -2.116827 0.0 0.0 0.0 0.1344
H 2.965269 -6.290775 -3.870293 0.1 0.0 0.0 0.1083
H 4.935296 -3.944846 -1.469452 0.0 0.0 0.0 0.1352
H 4.191236 -1.669158 -0.828565 0.0 0.0 0.0 0.1279
```
Positions in Å, forces in eV/Å.

Results
net charge = +2
total energy = -51258.0788 eV
gap between HOMO and LUMO = 5.96 eV
LUMO = -0.3011 Eh